1.
{
  "formula": "C24H38O18S2",
  "method": "the ωB97M-V functional and the def2-TZVPD basis",
  "orbital_gap_ha": 0.309,
  "homo_energy_ev": -8.5,
  "lumo_ev": -0.13,
  "species": ["O", "C", "O", "C", "C", "C", "H", "H", "H", "H", "H", "H", "O", "C", "O", "C", "C", "C", "H", "H", "H", "H", "H", "H", "O", "C", "O", "C", "C", "C", "H", "H", "H", "H", "H", "H", "O", "C", "O", "C", "C", "C", "H", "H", "H", "H", "H", "H", "O", "C", "O", "C", "C", "C", "H", "H", "H", "H", "H", "H", "C", "C", "O", "S", "O", "O", "O", "H", "H", "H", "H", "C", "C", "O", "S", "O", "O", "O", "H", "H", "H", "H"],
  "xyz": [[-4.37377, 2.25481, 0.08246], [-3.38402, 2.36485, 0.72761], [-2.14760, 2.48151, 0.09014], [-1.15192, 2.68290, 0.99883], [-1.86136, 2.52118, 2.37560], [-3.35426, 2.40044, 2.23549], [-0.88697, 3.73385, 0.88295], [-0.30305, 2.02519, 0.81191], [-1.57754, 3.48005, 2.80935], [-1.36955, 1.71888, 2.92564], [-3.91939, 3.27010, 2.57078], [-3.93578, 1.55166, 2.59534], [-4.28412, -3.40850, -0.18968], [-4.26356, -2.19466, -0.19999], [-3.32642, -1.59530, 0.45083], [-3.46468, -0.27731, 0.77558], [-4.92721, 0.09578, 0.26149], [-5.34112, -1.17764, -0.49581], [-2.76718, 0.25320, 0.12740], [-3.40805, -0.11181, 1.85145], [-4.83258, 0.91070, -0.45619], [-5.55268, 0.60239, 0.99650], [-5.53734, -1.16834, -1.56797], [-6.19024, -1.72612, -0.08808], [-0.73571, -5.37523, 0.52872], [-1.10557, -4.83408, -0.46681], [-0.67547, -5.14280, -1.68290], [-0.93836, -4.08888, -2.60793], [-1.41741, -2.87713, -1.79516], [-1.87517, -3.59325, -0.50894], [-1.68730, -4.48118, -3.29588], [0.02110, -4.01051, -3.11919], [-2.14255, -2.24929, -2.31292], [-0.53902, -2.29514, -1.51621], [-2.91133, -3.93115, -0.49200], [-1.82067, -3.07128, 0.44640], [4.19294, 2.65449, -0.35715], [3.53350, 3.18914, -1.32920], [2.49309, 2.52554, -1.92770], [2.12188, 3.27849, -3.02552], [3.28360, 4.28693, -3.40554], [3.72969, 4.58244, -1.94704], [1.15985, 3.76427, -2.86234], [2.04968, 2.47873, -3.76258], [2.87514, 5.11995, -3.97767], [4.07826, 3.75504, -3.92872], [3.21768, 5.43400, -1.49893], [4.81219, 4.67597, -1.86022], [0.31731, 1.22085, 1.84604], [0.54548, 0.16540, 2.38511], [1.19072, 0.07750, 3.54159], [1.23283, -1.20266, 4.05698], [0.82685, -2.20230, 2.96207], [0.01717, -1.23062, 2.06834], [0.61067, -1.18940, 4.95189], [2.21022, -1.40681, 4.49415], [0.23256, -3.07656, 3.22778], [1.69844, -2.59535, 2.43868], [-1.02337, -1.12530, 2.37542], [-0.15180, -1.56993, 1.04637], [1.59733, 0.39539, -1.22638], [0.50925, 1.52612, -1.21573], [-0.60864, 0.98630, -0.53619], [-0.65457, -0.66763, -0.76329], [-0.92850, -0.94432, -2.20058], [-1.39167, -1.24258, 0.34214], [0.93432, -0.67794, -0.48114], [2.47184, 0.60372, -0.61001], [1.80040, 0.02774, -2.23222], [0.22625, 1.85395, -2.21599], [0.99040, 2.36565, -0.71396], [4.32168, -0.08101, -0.62413], [5.04183, -0.17451, 0.76724], [5.04296, -1.59025, 1.08163], [3.78415, -2.50968, 0.53364], [2.76735, -2.57604, 1.53872], [4.17756, -3.69892, -0.26239], [3.50370, -1.30820, -0.54625], [5.00083, -0.04172, -1.47579], [3.68371, 0.80132, -0.67478], [4.42011, 0.34837, 1.49398], [6.04297, 0.25652, 0.76086]],
  "atomic_forces_ev_per_a": [[0.017, 3.499, -0.435], [0.734, 1.203, -1.203], [-4.648, 0.088, -0.363], [-0.562, 2.357, 0.883], [2.079, 0.499, 1.586], [0.598, 0.520, -1.430], [0.384, 0.403, 0.186], [-1.868, 1.999, 0.061], [-0.281, -0.313, 0.964], [-0.433, 0.265, 0.176], [0.168, 0.170, -0.128], [0.610, -0.102, 0.236], [-3.013, 1.029, -0.770], [-2.108, -0.515, 1.311], [-0.694, -1.803, 1.821], [-3.184, 1.824, -1.428], [0.423, -1.386, -1.598], [-0.905, -1.340, 0.458], [-0.258, 0.510, 1.012], [0.676, -0.279, -0.250], [-0.261, -1.748, -0.326], [-0.380, -1.085, 0.180], [0.116, 0.692, -0.026], [-0.429, 0.333, 0.086], [0.106, -1.526, 0.765], [1.004, 1.714, 0.649], [0.500, -1.213, -0.539], [-0.107, -0.547, -0.146], [-0.585, -5.392, 1.774], [0.157, -1.015, -0.354], [-0.116, 0.293, -0.209], [-0.195, 0.623, -0.321], [-0.171, -1.179, 0.300], [0.032, -3.826, -0.213], [0.969, -0.220, -0.642], [0.321, -0.655, -0.646], [-3.001, 2.852, -4.537], [1.576, -1.645, 4.906], [3.760, 1.532, 1.531], [-0.021, 0.163, -3.270], [-1.334, -0.858, 1.693], [1.265, -1.260, -0.962], [0.050, 0.108, 0.022], [-0.609, 0.557, -0.700], [0.307, -0.042, 0.116], [-0.151, 0.143, -0.166], [-0.113, -0.443, 0.345], [-0.058, 0.699, -0.016], [3.490, -2.686, 2.214], [-0.278, -1.862, -0.207], [0.706, 2.184, -0.511], [0.131, -2.499, 1.857], [-1.245, 1.151, 0.409], [1.423, -0.965, 1.560], [-0.577, -0.233, -0.082], [0.394, 0.200, -0.440], [-0.183, 0.309, 0.611], [-2.174, 0.511, 1.589], [-0.141, -0.255, 0.707], [2.443, -0.131, 2.648], [-2.421, -0.518, 0.684], [0.562, -0.965, -0.140], [-0.507, -3.047, -2.081], [1.024, 4.632, -1.929], [1.659, 8.416, 1.761], [2.753, 2.990, -6.083], [-0.528, -1.518, -0.830], [-2.053, 0.003, -0.570], [0.385, 0.099, 0.140], [-0.139, -0.260, 0.035], [-1.321, -0.191, 0.717], [0.999, -1.657, 2.151], [-1.411, -0.148, -1.054], [0.634, -1.445, 0.820], [3.012, 1.703, -3.758], [3.186, -0.274, -2.659], [-0.813, 3.145, 2.758], [-0.963, -0.254, -1.123], [-0.058, -0.725, -0.060], [1.505, -0.751, 0.196], [0.111, -0.045, 0.179], [0.025, -0.599, 0.108]]
}

2.
{
  "formula": "C24H38O3PPb",
  "method": "the ωB97M-V functional and the def2-TZVPD basis",
  "charge": 1,
  "orbital_gap_ha": [0.253, 0.184],
  "homo_energy_ev": [-10.5, -9.6],
  "lumo_ev": [-3.60, -4.61],
  "species": ["C", "C", "C", "C", "C", "Pb", "C", "C", "H", "C", "H", "H", "C", "H", "H", "H", "C", "H", "H", "H", "C", "H", "H", "H", "C", "H", "H", "H", "C", "H", "H", "H", "C", "H", "H", "H", "C", "H", "H", "H", "C", "C", "C", "C", "H", "C", "H", "C", "H", "H", "H", "C", "O", "P", "O", "C", "O", "C", "H", "H", "H", "H", "H", "H", "H", "H", "H"],
  "xyz": [[-2.27325, 1.82200, 0.47381], [-1.90165, 1.86841, -0.89582], [-0.57990, 2.40309, -0.97838], [-0.16712, 2.72547, 0.34636], [-1.20863, 2.35176, 1.23472], [-0.19169, -0.61880, -0.76718], [4.08919, -0.43561, 0.69471], [3.12630, -0.98824, 1.53548], [3.22946, -2.06371, 1.78884], [2.02110, -0.31615, 2.01757], [1.90651, 0.76826, 1.94035], [1.27607, -0.85353, 2.61412], [5.11440, -1.26983, 0.00092], [4.74358, -2.25916, -0.30373], [5.44951, -0.74751, -0.90268], [6.01506, -1.43680, 0.61221], [4.07519, 1.01791, 0.36643], [3.10739, 1.33526, -0.05737], [4.28353, 1.66045, 1.24140], [4.84519, 1.22532, -0.39640], [-2.80535, 1.54306, -2.02203], [-3.17499, 0.50515, -1.96601], [-3.69563, 2.19955, -2.00977], [-2.31374, 1.68144, -2.99399], [0.16940, 2.66316, -2.23203], [0.15528, 1.79664, -2.90793], [-0.26851, 3.51327, -2.78325], [1.21722, 2.91038, -2.02024], [1.09534, 3.37562, 0.74548], [1.62880, 3.78458, -0.12429], [0.89943, 4.20848, 1.44217], [1.77543, 2.67932, 1.26426], [-1.22012, 2.53871, 2.70050], [-0.32336, 3.06943, 3.03425], [-2.09604, 3.12757, 3.00908], [-1.26567, 1.57752, 3.23024], [-3.58047, 1.35670, 0.97830], [-3.57677, 1.28654, 2.07385], [-4.38584, 2.05469, 0.69212], [-3.84762, 0.36589, 0.57582], [-0.43574, -1.04728, -2.97767], [1.11860, -1.07417, -3.28013], [-1.31992, -0.65148, -3.93955], [1.42376, -0.27605, -4.38907], [2.04536, -1.50423, -2.88659], [-0.88017, 0.10482, -5.05044], [-2.38946, -0.90593, -3.84617], [0.47289, 0.33303, -5.22781], [2.48160, -0.13421, -4.64800], [-1.61197, 0.51146, -5.75357], [0.82450, 0.95345, -6.05793], [-2.28446, -1.17895, 3.78252], [-1.70069, -1.32824, 2.47307], [-2.41027, -2.43883, 1.44138], [-2.33632, -3.79566, 2.33364], [-1.30075, -4.15484, 3.28430], [-1.05964, -2.69425, 0.34575], [-0.48986, -4.00102, 0.10596], [-2.28262, -0.10668, 4.01383], [-1.68319, -1.71780, 4.52716], [-3.32580, -1.54012, 3.82053], [-0.39750, -3.53193, 3.21456], [-1.72590, -4.08779, 4.29138], [-1.03796, -5.19483, 3.07221], [0.41302, -4.12975, 0.72046], [-1.22826, -4.78070, 0.33694], [-0.22624, -4.05431, -0.95863]],
  "atomic_forces_ev_per_a": [[0.148, 0.069, -0.160], [1.731, -0.243, -0.831], [-2.204, -0.865, -1.090], [-1.330, -0.386, 2.622], [1.742, 0.729, -0.768], [-0.078, 0.390, 0.004], [-0.171, -0.115, 0.015], [-0.170, -0.488, -0.044], [-0.152, 0.664, -0.300], [0.007, -0.148, 0.555], [-0.010, -0.470, -0.134], [0.271, 0.305, -0.200], [0.341, -0.241, -0.175], [0.025, 0.220, 0.218], [0.001, -0.207, 0.122], [-0.183, 0.049, -0.051], [0.282, 0.488, -0.342], [0.172, -0.060, 0.157], [-0.143, -0.235, -0.263], [-0.337, 0.093, 0.380], [-0.686, 0.030, -0.575], [0.020, 0.316, -0.133], [0.283, -0.245, -0.032], [-0.153, -0.090, 0.310], [0.305, 0.186, -0.255], [-0.048, 0.204, 0.073], [0.130, -0.245, 0.147], [-0.231, -0.064, -0.134], [0.607, 0.448, 0.149], [-0.083, -0.103, 0.327], [0.113, -0.283, -0.256], [-0.186, 0.285, -0.182], [-0.064, 0.094, 0.555], [-0.173, -0.124, 0.034], [0.212, -0.118, 0.037], [0.082, 0.209, -0.043], [-0.336, -0.162, 0.421], [-0.047, 0.020, -0.276], [0.219, -0.211, 0.007], [0.032, 0.314, 0.021], [3.973, -1.925, 1.111], [-3.336, 2.570, -1.898], [-0.131, 0.538, -0.742], [0.553, -0.431, -0.038], [-1.003, -0.282, 1.063], [0.056, -0.429, -0.145], [0.578, 0.565, 0.227], [-0.107, 0.106, -0.049], [-0.401, -0.153, 0.001], [0.273, -0.171, 0.186], [-0.163, -0.233, 0.324], [-0.222, 0.244, 0.076], [-0.062, -0.793, -0.981], [1.274, -0.699, 0.820], [0.037, 0.647, -0.301], [-0.037, -0.205, -0.100], [-0.979, 0.462, 1.077], [-0.014, -0.091, -0.001], [-0.002, -0.357, -0.002], [-0.170, 0.161, -0.261], [0.341, 0.062, -0.049], [-0.388, -0.017, -0.125], [0.113, -0.005, -0.250], [-0.014, 0.189, 0.087], [-0.307, 0.001, -0.154], [0.300, 0.207, -0.078], [-0.100, 0.023, 0.289]]
}

3.
{
  "formula": "C24H39As3F5NO9P2W",
  "method": "the ωB97M-V functional and the def2-TZVPD basis",
  "spin_multiplicity": 2,
  "relative_energy_kcal_mol": 61.4,
  "charge": 1,
  "orbital_gap_ha": [0.257, 0.243],
  "homo_energy_ev": [-10.9, -10.9],
  "lumo_ev": [-3.86, -4.28],
  "s_squared": 0.77,
  "species": ["W", "C", "C", "O", "P", "O", "O", "O", "P", "O", "O", "O", "H", "H", "H", "H", "H", "H", "H", "C", "As", "C", "C", "C", "C", "C", "As", "C", "C", "C", "As", "C", "C", "H", "H", "H", "H", "H", "H", "H", "H", "H", "H", "H", "H", "H", "H", "H", "H", "H", "H", "H", "H", "H", "H", "H", "H", "H", "H", "H", "O", "N", "C", "C", "C", "C", "C", "H", "H", "H", "H", "H", "F", "C", "C", "F", "C", "F", "C", "O", "C", "F", "C", "F"],
  "xyz": [[0.20771, 0.21757, -0.59215], [-4.37399, 1.61347, -2.42828], [-3.45234, 0.85513, -1.49280], [-4.15352, -0.06129, -0.65779], [-2.59293, 1.89328, -0.22477], [-2.04129, 3.26994, -0.72161], [-3.75728, 2.30073, 0.74873], [-1.58151, 1.00310, 0.44458], [-1.98209, 0.06350, -2.26155], [-2.35588, -0.43436, -3.70123], [-0.97489, 1.21097, -2.20955], [-1.52005, -1.00340, -1.26847], [-5.16758, 2.09056, -1.85388], [-4.82068, 0.92330, -3.14576], [-3.83283, 2.37753, -2.98755], [-4.75885, -0.58509, -1.19732], [-1.07535, 3.24311, -0.88663], [-3.67539, 3.18958, 1.11785], [-1.58712, -0.69877, -4.23022], [2.16603, -3.09294, -1.77608], [2.27540, -1.68126, -0.44819], [4.12004, -1.08744, -0.62917], [2.65596, -2.50938, 1.30635], [1.71762, -3.40646, 2.11002], [2.49849, -3.93497, 3.32107], [0.55605, -2.59036, 2.69074], [-0.67524, -1.73347, 1.45383], [-2.11513, -3.09090, 1.10899], [-1.70750, -0.71429, 2.73941], [1.15792, -4.56231, 1.27275], [2.23468, -5.99379, 0.37144], [4.14003, -5.50273, 0.51380], [2.25140, -7.27415, 1.85890], [2.93774, -3.83293, -1.57045], [2.33044, -2.63115, -2.74699], [1.18287, -3.55751, -1.77446], [4.74276, -1.96430, -0.44785], [4.33154, -0.32861, 0.12201], [4.32179, -0.68863, -1.61355], [2.91680, -1.63833, 1.91655], [3.57923, -3.05029, 1.09667], [2.86136, -3.10986, 3.93637], [3.35598, -4.53274, 3.02227], [1.85429, -4.56046, 3.94166], [0.95067, -1.77491, 3.30075], [-0.07458, -3.22721, 3.31667], [-2.22787, -3.59895, 2.06621], [-1.86584, -3.78613, 0.31353], [-3.00547, -2.52567, 0.84546], [-1.91246, -1.39159, 3.56964], [-2.63370, -0.37305, 2.28656], [-1.13310, 0.14371, 3.08087], [0.54067, -4.14815, 0.46748], [0.47751, -5.14818, 1.89959], [4.41229, -4.69069, -0.15895], [4.67737, -6.39113, 0.17988], [4.47106, -5.26619, 1.52198], [1.24666, -7.66763, 2.00649], [2.60322, -6.82289, 2.78530], [2.90635, -8.10411, 1.59637], [0.69650, -0.11391, 1.16580], [1.57568, 2.18677, 2.59023], [1.15215, 2.94230, 3.60155], [2.00001, 3.57756, 4.49508], [3.36835, 3.41838, 4.33336], [3.82507, 2.63720, 3.28208], [2.88978, 2.04923, 2.44622], [0.07668, 3.04633, 3.70511], [1.59620, 4.18123, 5.29584], [4.06394, 3.89175, 5.01327], [4.88229, 2.48805, 3.11120], [3.21342, 1.43909, 1.60499], [3.35444, 1.79929, -4.88068], [2.73341, 1.94063, -3.70986], [2.62398, 0.87788, -2.84247], [3.09958, -0.29789, -3.30478], [2.08394, 0.99097, -1.55429], [0.54084, -0.71285, -2.34657], [1.47171, 2.22070, -1.35734], [0.63106, 2.17200, -0.30346], [1.48711, 3.31852, -2.20682], [0.72271, 4.38748, -1.94207], [2.17329, 3.18607, -3.39055], [2.25543, 4.18045, -4.26092]],
  "atomic_forces_ev_per_a": [[3.066, -1.100, 1.042], [0.124, 0.156, -0.049], [-0.198, -0.176, 0.038], [-0.055, -0.075, -0.148], [-0.374, 0.067, 0.165], [-0.030, -0.076, -0.029], [-0.030, -0.061, -0.078], [0.555, 0.106, -0.165], [-0.614, 0.296, 0.349], [0.013, 0.030, 0.186], [0.209, -0.133, 0.004], [0.114, 0.269, 0.007], [0.009, 0.001, 0.006], [-0.001, -0.002, 0.004], [0.005, -0.009, -0.017], [-0.036, 0.061, 0.004], [-0.014, 0.016, 0.024], [0.011, 0.032, 0.034], [-0.003, -0.075, -0.028], [0.094, 0.070, 0.087], [-0.332, -0.296, -0.138], [-0.084, 0.017, 0.048], [-0.006, 0.214, -0.002], [-0.068, -0.150, -0.095], [-0.035, -0.019, 0.018], [0.232, 0.049, -0.280], [-1.046, -0.737, 0.782], [0.387, 0.215, -0.183], [0.190, 0.159, -0.088], [-0.021, 0.000, -0.098], [0.019, -0.029, 0.082], [-0.030, 0.001, -0.016], [0.015, 0.034, -0.015], [-0.040, -0.046, -0.104], [0.030, -0.004, 0.018], [0.003, 0.002, 0.069], [0.034, 0.054, -0.017], [-0.035, -0.009, 0.031], [0.015, -0.045, 0.003], [0.088, -0.035, -0.003], [-0.009, 0.013, 0.080], [0.004, 0.014, 0.003], [0.003, 0.005, -0.021], [-0.008, -0.013, 0.021], [-0.083, 0.027, 0.019], [-0.020, 0.025, 0.009], [-0.092, -0.077, -0.025], [0.069, -0.010, 0.031], [-0.001, 0.017, 0.027], [-0.037, 0.019, -0.007], [-0.017, -0.073, 0.000], [0.050, -0.042, -0.028], [0.035, 0.001, 0.000], [-0.042, 0.007, -0.013], [-0.025, -0.008, -0.014], [0.005, 0.001, 0.002], [0.002, 0.002, 0.010], [-0.005, 0.003, -0.002], [0.010, -0.003, 0.004], [-0.007, 0.000, -0.007], [-0.781, 1.165, -1.436], [-0.054, 0.128, 0.203], [0.007, -0.033, -0.040], [0.123, 0.007, 0.023], [-0.045, -0.029, -0.020], [-0.001, 0.063, 0.091], [-0.005, -0.076, -0.146], [-0.006, 0.002, -0.012], [-0.002, 0.002, 0.013], [0.006, 0.019, -0.004], [0.010, 0.001, -0.002], [-0.022, 0.012, 0.025], [0.055, 0.028, 0.069], [0.035, 0.088, 0.062], [0.236, -0.646, 0.044], [-0.100, 0.153, 0.048], [-1.105, 1.104, -0.664], [-0.070, -0.247, -0.199], [0.291, 0.462, 0.594], [-0.684, -0.645, -0.027], [0.157, -0.108, -0.253], [0.074, 0.000, 0.014], [-0.087, -0.048, 0.014], [-0.024, -0.084, 0.068]]
}

Electronic energy list, top to bottom, in Eh: -3087.35034, -1696.83681, -9626.18893